Formula: C40H40F5N5
Source: the Open Molecules 2025 dataset
Level of theory: the ωB97M-V functional and the def2-TZVPD basis

Each line ends with the Mulliken charge.
Element x y z (Å)
F (28.470, 9.465, -14.474)  -0.332
C (27.891, 9.361, -13.258)  0.166
C (28.511, 8.746, -12.162)  -0.428
C (27.814, 8.657, -10.933)  -0.788
C (26.508, 9.174, -10.874)  -0.389
C (25.954, 9.873, -11.944)  0.027
C (26.658, 9.940, -13.094)  -0.337
H (29.571, 8.539, -12.180)  0.405
H (28.395, 8.291, -10.100)  0.453
H (26.089, 9.135, -9.880)  0.456
H (24.972, 10.312, -11.849)  0.299
H (26.280, 10.510, -13.929)  0.429
F (19.348, 16.406, -4.873)  -0.337
C (19.560, 15.528, -5.866)  0.376
C (20.848, 15.261, -6.296)  -0.375
C (21.082, 14.530, -7.421)  -0.297
C (19.968, 13.858, -8.044)  -0.462
C (18.699, 14.190, -7.636)  -0.569
C (18.450, 15.026, -6.568)  -0.417
H (21.724, 15.481, -5.705)  0.386
H (22.065, 14.392, -7.845)  0.332
H (20.136, 13.335, -8.974)  0.392
H (17.869, 13.820, -8.219)  0.435
H (17.455, 15.321, -6.267)  0.504
F (21.759, 7.790, -5.586)  -0.272
C (22.673, 7.088, -4.860)  0.213
C (22.198, 6.266, -3.875)  -0.346
C (23.078, 5.506, -3.126)  -0.519
C (24.413, 5.587, -3.429)  -0.313
C (24.932, 6.455, -4.374)  -0.638
C (24.051, 7.297, -5.128)  -0.183
H (21.123, 6.253, -3.771)  0.419
H (22.650, 4.822, -2.408)  0.351
H (25.081, 4.914, -2.913)  0.347
H (26.011, 6.443, -4.421)  0.355
H (24.401, 8.065, -5.801)  0.561
F (21.678, 8.630, -11.400)  -0.362
C (22.779, 8.120, -11.949)  0.427
C (23.680, 7.431, -11.169)  -0.172
C (24.706, 6.747, -11.789)  -0.602
C (24.873, 6.770, -13.113)  -0.485
C (23.959, 7.429, -13.948)  -0.622
C (22.918, 8.133, -13.350)  -0.375
H (23.434, 7.338, -10.121)  0.566
H (25.506, 6.190, -11.325)  0.366
H (25.673, 6.176, -13.529)  0.401
H (23.890, 7.428, -15.026)  0.417
H (22.194, 8.615, -13.989)  0.383
F (21.463, 12.379, -12.068)  -0.097
C (22.311, 13.405, -12.490)  0.243
C (21.768, 14.555, -13.090)  -0.756
C (22.673, 15.556, -13.596)  -0.520
C (23.998, 15.429, -13.178)  -0.534
C (24.513, 14.315, -12.471)  -0.892
C (23.682, 13.250, -12.199)  0.157
H (20.760, 14.660, -13.464)  0.382
H (22.359, 16.408, -14.182)  0.427
H (24.723, 16.152, -13.521)  0.392
H (25.534, 14.308, -12.119)  0.648
H (24.095, 12.358, -11.751)  0.551
C (22.198, 10.974, -9.010)  0.549
C (23.508, 10.524, -8.400)  0.225
N (24.477, 10.081, -7.922)  -0.667
H (21.557, 11.089, -8.135)  -0.031
H (21.719, 10.203, -9.614)  0.076
H (22.277, 11.943, -9.503)  -0.105
C (18.863, 10.357, -12.941)  -0.748
C (19.017, 10.455, -11.507)  0.533
N (19.162, 10.614, -10.382)  -0.464
H (17.871, 10.058, -13.281)  0.349
H (19.541, 9.554, -13.228)  0.143
H (19.138, 11.230, -13.534)  0.249
C (24.989, 16.249, -9.668)  -0.980
C (24.777, 14.829, -9.203)  0.486
N (24.606, 13.723, -8.923)  -0.418
H (25.870, 16.284, -10.308)  0.330
H (25.185, 16.913, -8.826)  0.362
H (24.140, 16.545, -10.285)  0.259
C (17.484, 11.575, -5.496)  -0.750
C (18.906, 11.231, -5.579)  0.371
N (20.046, 10.950, -5.616)  -0.346
H (17.085, 11.144, -6.414)  0.262
H (17.222, 12.611, -5.708)  0.167
H (17.128, 11.256, -4.516)  0.312
C (24.518, 11.468, -4.461)  -0.271
C (25.512, 11.604, -3.385)  0.146
N (26.345, 11.663, -2.572)  -0.410
H (23.514, 11.482, -4.035)  0.272
H (24.803, 10.606, -5.065)  0.040
H (24.596, 12.413, -4.998)  0.212

## Properties
LUMO energy	0.0138	Ha
HOMO-LUMO gap	9.252	eV
highest occupied orbital energy	-8.9	eV
SMILES	Fc1ccccc1.Fc1ccccc1.Fc1ccccc1.Fc1ccccc1.Fc1ccccc1.CC#N.CC#N.CC#N.CC#N.CC#N
net charge	0

---

Formula: C20H26AgN5OS2Se4
Source: the Open Molecules 2025 dataset
Level of theory: the ωB97M-V functional and the def2-TZVPD basis

Each line ends with the natural charge from an NBO analysis.
Element x y z (Å)
Ag (-0.367, -0.398, 0.293)  0.732
Se (-2.950, -0.103, 1.396)  -0.723
Se (-3.302, 1.763, 0.020)  -0.147
Se (-1.311, 1.815, -1.252)  -0.113
Se (-1.911, 1.437, -3.489)  -0.738
C (3.710, 0.989, 4.230)  -0.621
C (3.847, -0.417, 3.655)  -0.211
N (2.699, -1.271, 3.892)  -0.451
C (2.669, -2.047, 5.121)  -0.202
C (1.863, -1.394, 6.242)  -0.620
C (1.617, -1.315, 3.036)  0.361
S (1.668, -0.279, 1.664)  -0.417
N (0.645, -2.114, 3.441)  -0.717
C (-0.285, -2.670, 2.630)  0.641
O (-0.190, -2.918, 1.433)  -0.638
C (-1.546, -3.092, 3.352)  -0.032
C (-1.611, -3.195, 4.738)  -0.202
C (-2.787, -3.593, 5.358)  -0.242
C (-3.915, -3.870, 4.595)  -0.233
C (-3.856, -3.757, 3.213)  -0.210
C (-2.674, -3.381, 2.593)  -0.197
H (4.583, 1.592, 3.966)  0.193
H (3.624, 0.973, 5.319)  0.183
H (2.824, 1.466, 3.813)  0.239
H (4.720, -0.916, 4.089)  0.169
H (4.002, -0.350, 2.580)  0.240
H (3.705, -2.190, 5.441)  0.172
H (2.246, -3.027, 4.902)  0.219
H (2.299, -0.439, 6.540)  0.191
H (1.833, -2.045, 7.121)  0.188
H (0.845, -1.218, 5.900)  0.236
H (-0.727, -2.956, 5.315)  0.221
H (-2.828, -3.675, 6.438)  0.191
H (-4.840, -4.162, 5.079)  0.190
H (-4.739, -3.945, 2.614)  0.198
H (-2.605, -3.279, 1.518)  0.250
C (-1.217, -1.613, -5.210)  -0.664
C (0.143, -1.785, -4.623)  0.341
C (0.918, -2.894, -4.824)  -0.397
C (2.195, -2.901, -4.230)  0.300
N (2.673, -1.908, -3.526)  -0.500
C (1.893, -0.807, -3.296)  0.244
S (2.389, 0.466, -2.357)  -0.219
N (0.638, -0.785, -3.878)  -0.579
C (3.087, -4.103, -4.373)  -0.644
H (-1.523, -2.531, -5.711)  0.203
H (-1.214, -0.789, -5.926)  0.234
H (-1.927, -1.339, -4.431)  0.273
H (0.550, -3.727, -5.404)  0.206
H (0.016, 0.017, -3.669)  0.471
H (2.763, -4.755, -5.185)  0.195
H (3.066, -4.671, -3.441)  0.234
H (4.113, -3.781, -4.540)  0.226
C (-3.679, -1.415, -1.864)  -0.751
C (-2.283, -1.822, -1.811)  0.352
N (-1.191, -2.176, -1.755)  -0.406
H (-4.095, -1.689, -2.834)  0.225
H (-3.716, -0.328, -1.778)  0.304
H (-4.231, -1.862, -1.040)  0.259

## Properties
LUMO energy	0.1648	Ha
HOMO-LUMO gap	5.430	eV
highest occupied orbital energy	-0.9	eV
net charge	-2

---

Formula: IPS
Source: the Open Molecules 2025 dataset
Level of theory: the ωB97M-V functional and the def2-TZVPD basis

Each line ends with the natural charge from an NBO analysis.
Element x y z (Å)
S (0.055, 0.528, 1.651)  -0.319
P (0.542, -0.640, 0.204)  0.471
I (-0.597, 0.112, -1.855)  -0.152

## Properties
LUMO energy	-0.0680	Ha
HOMO-LUMO gap	7.453	eV
highest occupied orbital energy	-9.3	eV
SMILES	S=PI
net charge	0

---

Formula: CH5NP2
Source: the Open Molecules 2025 dataset
Level of theory: the ωB97M-V functional and the def2-TZVPD basis

Each line ends with the natural charge from an NBO analysis.
Element x y z (Å)
C (0.667, -0.632, -1.144)  -0.914
N (-1.100, 0.828, 0.051)  -1.200
P (-2.509, 0.736, -0.538)  0.682
P (0.441, 0.735, 0.217)  0.798
H (-0.143, -1.318, -1.039)  0.218
H (1.570, -1.211, -1.223)  0.229
H (0.531, -0.125, -2.121)  0.223
H (0.438, 0.431, 2.551)  -0.028
H (0.104, 0.556, 3.245)  -0.008

## Properties
LUMO energy (spin up / spin down)	-0.0323 / -0.0322	Ha
HOMO-LUMO gap (spin up / spin down)	6.317 / 6.317	eV
highest occupied orbital energy (spin up / spin down)	-7.2 / -7.2	eV
net charge	0

---

Formula: C28H25N9O9Re
Source: the Open Molecules 2025 dataset
Level of theory: the ωB97M-V functional and the def2-TZVPD basis

Each line ends with the Mulliken spin population.
Element x y z (Å)
Re (0.223, 0.164, 0.638)  2.438
C (4.595, -0.169, -1.780)  0.010
C (5.093, -1.294, -1.143)  -0.003
C (4.460, -1.769, -0.003)  0.006
C (3.334, -1.095, 0.466)  0.045
N (2.830, -0.060, -0.204)  0.066
C (3.434, 0.407, -1.276)  0.016
C (2.701, -1.338, 1.773)  0.017
C (3.265, -2.171, 2.736)  -0.013
C (2.732, -2.188, 4.011)  0.016
C (1.696, -1.320, 4.325)  -0.006
C (1.170, -0.518, 3.324)  0.025
N (1.625, -0.586, 2.055)  0.012
C (0.160, 0.531, 3.548)  -0.010
C (-0.314, 0.901, 4.799)  -0.009
C (-1.183, 1.976, 4.910)  0.018
C (-1.540, 2.674, 3.765)  -0.012
C (-1.044, 2.242, 2.548)  0.001
N (-0.234, 1.190, 2.436)  -0.039
H (5.089, 0.255, -2.640)  0.000
H (5.979, -1.785, -1.518)  0.000
H (4.845, -2.637, 0.508)  0.000
H (2.993, 1.282, -1.732)  0.006
H (4.115, -2.789, 2.498)  0.001
H (3.151, -2.834, 4.768)  -0.001
H (1.312, -1.278, 5.332)  0.002
H (-0.002, 0.365, 5.681)  0.001
H (-1.565, 2.268, 5.877)  0.000
H (-2.191, 3.532, 3.811)  0.001
H (-1.305, 2.761, 1.634)  0.007
O (0.966, 4.087, -0.490)  0.024
C (0.415, 3.021, -0.560)  -0.017
O (0.943, 1.916, -0.076)  0.063
C (-0.900, 2.883, -1.297)  0.029
C (-1.369, 3.980, -2.004)  -0.006
C (-2.541, 3.891, -2.736)  0.016
C (-3.228, 2.689, -2.854)  -0.009
C (-2.750, 1.589, -2.182)  -0.008
C (-1.632, 1.672, -1.302)  0.040
O (-1.383, 0.665, -0.520)  0.096
N (-3.363, 0.284, -2.370)  -0.003
O (-4.563, 0.219, -2.442)  0.000
O (-2.597, -0.661, -2.482)  0.005
N (-3.066, 5.086, -3.417)  -0.001
O (-2.428, 6.100, -3.291)  0.002
O (-4.091, 4.942, -4.039)  0.002
H (-0.810, 4.906, -1.968)  0.000
H (-4.107, 2.627, -3.483)  0.000
C (-3.314, -0.545, 1.504)  0.005
C (-2.252, -1.578, 1.733)  -0.006
N (-2.670, -2.764, 2.151)  0.010
O (-1.026, -1.391, 1.582)  0.048
H (-3.881, -0.375, 2.419)  0.002
H (-4.004, -0.909, 0.741)  0.002
H (-2.883, 0.392, 1.168)  -0.005
H (-3.648, -2.965, 2.287)  0.000
H (-2.006, -3.512, 2.295)  0.001
C (0.423, -2.715, -4.301)  0.000
N (0.425, -2.436, -2.881)  0.008
C (0.458, -3.473, -1.876)  -0.001
C (0.596, -2.666, -0.595)  -0.017
O (0.787, -3.081, 0.521)  0.013
N (0.488, -1.331, -0.941)  0.109
C (0.419, -1.249, -2.289)  0.000
N (0.448, -0.095, -2.947)  0.005
H (0.880, -3.689, -4.465)  0.000
H (1.009, -1.971, -4.839)  0.000
H (-0.592, -2.742, -4.700)  0.000
H (1.299, -4.158, -2.011)  0.000
H (-0.464, -4.064, -1.864)  -0.001
H (0.410, 0.758, -2.413)  0.005
H (0.176, -0.059, -3.915)  0.000

## Properties
LUMO energy (spin up / spin down)	-0.2385 / -0.2720	Ha
HOMO-LUMO gap (spin up / spin down)	7.561 / 6.812	eV
highest occupied orbital energy (spin up / spin down)	-14.1 / -14.2	eV
net charge	+2
spin multiplicity	4

---

Formula: C5H9NO
Source: the Open Molecules 2025 dataset
Level of theory: the ωB97M-V functional and the def2-TZVPD basis

Each line ends with the natural charge from an NBO analysis.
Element x y z (Å)
O (2.058, -1.229, -1.497)  -0.513
C (1.405, -1.088, -0.495)  0.445
C (0.633, 0.128, 0.044)  -0.190
C (-0.589, 0.570, -0.902)  -0.425
C (-1.552, 1.381, 0.120)  -0.444
C (-1.565, 0.154, 1.210)  -0.224
N (-0.069, -0.132, 1.412)  -0.621
H (1.583, -1.823, 0.402)  0.098
H (1.363, 1.029, 0.075)  0.220
H (-1.191, -0.352, -1.314)  0.206
H (-0.234, 1.041, -1.909)  0.234
H (-2.608, 1.341, -0.350)  0.211
H (-1.176, 2.418, 0.156)  0.231
H (-1.947, 0.485, 2.245)  0.208
H (-2.148, -0.729, 0.953)  0.211
H (0.385, 0.478, 1.966)  0.352

## Properties
LUMO energy	0.0301	Ha
HOMO-LUMO gap	10.198	eV
highest occupied orbital energy	-9.4	eV
SMILES	O=C[C@H]1CCCN1
net charge	0